The following is a DFT calculation (wB97M-V/def2-TZVPD) of C30H36CeN4 as an isolated structure at a distorted geometry.

Values from the calculation:
**Charge**: -1
**Kohn-Sham gap (spin up / spin down)**: 2.5 / 2.6 eV
**Spin multiplicity**: 2
**Highest occupied orbital energy (spin up / spin down)**: 0.0 / -0.1 eV
**Energy**: -50572.89476 eV

Positions of all 71 atoms, in Å:
Ce 0.065 -0.281 0.882
N -0.195 0.956 3.686
N -1.696 1.366 0.474
C 0.367 -2.225 -0.371
C -0.989 -2.342 0.287
C -0.788 -2.293 1.770
C -1.840 -2.377 2.812
H -2.819 -2.228 2.369
H -1.677 -1.638 3.599
H -1.785 -3.383 3.233
C 0.676 -2.134 2.053
C 1.289 -2.021 3.394
H 1.552 -3.029 3.715
H 0.584 -1.584 4.099
H 2.187 -1.408 3.365
C 1.402 -2.109 0.720
C 2.859 -1.990 0.527
H 3.316 -1.413 1.327
H 3.087 -1.520 -0.429
H 3.256 -3.002 0.537
C -2.284 -2.472 -0.416
H -2.784 -3.359 -0.030
H -2.102 -2.594 -1.477
H -2.933 -1.603 -0.259
C 0.645 -2.268 -1.824
H 1.347 -1.486 -2.125
H -0.272 -2.145 -2.389
H 1.079 -3.243 -2.037
C 0.267 1.652 4.731
H 1.075 1.200 5.304
C -0.269 2.896 5.095
H 0.127 3.423 5.967
C -1.304 3.428 4.324
H -1.748 4.391 4.573
C -1.762 2.718 3.229
H -2.556 3.096 2.587
C -1.164 1.495 2.952
C -1.659 0.726 1.800
H -2.432 -0.007 1.927
C -0.879 0.753 -0.541
C -2.452 2.359 -0.172
H -3.150 2.984 0.363
C -2.096 2.336 -1.476
H -2.399 2.918 -2.310
N -1.154 1.358 -1.672
C -0.544 0.908 -2.875
C -1.239 -0.018 -3.674
C -0.639 -0.446 -4.874
H -1.166 -1.170 -5.501
C 0.618 0.026 -5.273
C 1.243 -0.426 -6.576
H 2.097 -1.098 -6.402
H 1.617 0.430 -7.150
H 0.517 -0.957 -7.203
C 1.285 0.939 -4.446
H 2.270 1.315 -4.737
C 0.724 1.389 -3.239
C 1.475 2.346 -2.352
H 0.967 3.317 -2.255
H 2.487 2.532 -2.748
H 1.585 1.944 -1.333
C -2.585 -0.558 -3.268
H -3.413 -0.018 -3.753
H -2.748 -0.483 -2.186
H -2.686 -1.620 -3.556
C 3.706 1.431 3.512
C 2.671 1.047 2.556
N 1.870 0.704 1.876
H 4.705 1.315 3.059
H 3.633 0.778 4.398
H 3.560 2.475 3.828

These are the Mulliken partial charges, in e, on atoms 1 to 4: -1.1416, 0.0897, 0.8539, 0.6970